(1)
C24H25N4OYb as an isolated structure. Source: the OMol25 dataset; level of theory: ωB97M-V/def2-TZVPD.

XYZ file:
```
55
Properties=species:S:1:pos:R:3
C 2.273 0.191 2.582
C 2.285 -0.565 1.381
C 2.000 0.308 0.299
H 2.504 -1.628 1.288
C 1.795 1.615 0.831
C 1.968 1.540 2.243
H 1.612 2.516 0.249
C -1.454 -2.091 2.977
C -0.207 -2.503 2.437
C -0.324 -2.556 1.019
H 0.685 -2.766 3.004
C -1.646 -2.141 0.673
C -2.353 -1.882 1.897
H 2.035 0.050 -0.760
H 1.910 2.377 2.933
H 2.497 -0.187 3.581
H -3.397 -1.571 1.975
H 0.437 -2.880 0.306
H -1.695 -1.990 4.037
Yb -0.308 0.158 1.684
C -2.032 -1.563 -0.689
C -3.543 -1.578 -0.925
C -1.249 -2.201 -1.844
H -3.960 -2.583 -0.773
H -3.765 -1.269 -1.955
H -4.056 -0.879 -0.250
H -1.376 -3.296 -1.847
H -0.170 -1.989 -1.789
H -1.615 -1.819 -2.809
C -1.576 -0.073 -0.488
C -2.062 1.184 -1.191
H -0.459 -0.057 -0.596
H -2.018 0.188 0.514
O -2.710 1.974 -0.471
N -1.457 1.423 -2.437
C -0.315 2.376 -2.362
H -2.123 1.751 -3.131
C 0.991 1.831 -2.872
C 2.163 2.574 -2.662
H 2.091 3.558 -2.188
C 3.398 2.046 -3.036
H 4.312 2.603 -2.823
C 3.466 0.802 -3.678
H 4.433 0.397 -3.987
C 2.289 0.087 -3.935
H 2.321 -0.871 -4.457
C 1.049 0.597 -3.520
H 0.116 0.050 -3.682
H -0.180 2.668 -1.305
H -0.579 3.300 -2.907
N -0.836 1.009 3.674
C -0.629 1.000 4.843
N -0.397 1.115 6.082
C -0.173 0.201 6.989
N 0.033 -0.550 7.869
```

Results
spin multiplicity: 2
HOMO level (alpha / beta): -8.4248 / -8.4472 eV
expectation value of S²: 0.7510
HOMO-LUMO gap (alpha / beta): 8.1 / 7.6 eV
lowest unoccupied orbital energy (alpha / beta): -0.350 / -0.800 eV
F_max: 3.79 eV/A
total charge: 0



(2)
C24H25N8PdS2 as an isolated structure. Source: the OMol25 dataset; level of theory: ωB97M-V/def2-TZVPD.

XYZ file:
```
60
Properties=species:S:1:pos:R:3
Pd -0.060 -0.432 -0.260
C 3.618 -2.978 -1.263
C 2.519 -2.170 -0.664
N 1.287 -2.118 -1.098
N 0.910 -2.789 -2.217
C -0.383 -2.826 -2.587
N -0.763 -3.407 -3.716
S -1.534 -2.108 -1.553
C 2.811 -1.347 0.499
C 4.071 -1.370 1.116
C 4.329 -0.527 2.179
C 3.303 0.282 2.650
C 2.070 0.230 2.021
N 1.832 -0.534 0.959
H 3.349 -3.485 -2.186
H 3.933 -3.749 -0.561
H 4.480 -2.345 -1.477
H 1.630 -3.205 -2.811
H -0.158 -3.964 -4.304
H -1.745 -3.424 -3.951
H 4.837 -2.035 0.751
H 5.308 -0.495 2.636
H 3.455 0.953 3.479
H 1.259 0.841 2.393
S -4.883 3.025 4.737
N -4.814 1.526 4.179
C -3.775 1.380 3.363
C -3.358 0.186 2.699
C -4.004 -1.049 2.823
C -3.448 -2.159 2.225
C -2.271 -2.010 1.484
N -1.694 -0.836 1.294
C -2.197 0.261 1.888
C -1.502 1.513 1.697
N -0.442 1.516 0.872
C 0.243 2.635 0.681
C -0.093 3.836 1.301
C -1.174 3.867 2.159
C -1.900 2.690 2.376
C -3.045 2.601 3.229
N -3.588 3.567 3.960
H -4.911 -1.122 3.404
H -3.899 -3.132 2.334
H -1.790 -2.879 1.050
H 1.104 2.573 0.021
H 0.486 4.725 1.103
H -1.475 4.778 2.656
C 1.555 0.881 -2.953
C 0.049 0.704 -3.182
C -0.432 1.752 -4.212
C -0.740 0.960 -1.936
H 2.109 0.606 -3.848
H 1.906 0.258 -2.118
H 1.781 1.924 -2.735
H -0.156 -0.295 -3.591
H -0.193 2.754 -3.872
H -1.502 1.690 -4.384
H 0.078 1.575 -5.155
H -1.804 0.726 -2.018
H -0.578 1.974 -1.566
```

Results
HOMO level (alpha / beta): -16.5514 / -16.5514 eV
HOMO-LUMO gap (alpha / beta): 4.4 / 4.6 eV
lowest unoccupied orbital energy (alpha / beta): -12.143 / -11.970 eV
F_max: 2.58 eV/A
total charge: +3



(3)
One molecule with the formula C24H25NO4. Source: the OMol25 dataset; level of theory: ωB97M-V/def2-TZVPD.

XYZ file:
```
54
Properties=species:S:1:pos:R:3
C -0.702 -3.927 -0.232
O 0.672 -3.631 -0.174
C 1.070 -2.520 0.504
C 0.226 -1.665 1.203
C 0.754 -0.567 1.861
C 2.111 -0.307 1.831
C 2.969 -1.158 1.137
C 4.445 -0.861 1.018
N 4.816 -0.208 -0.232
C 4.287 1.135 -0.413
C 3.297 1.255 -1.588
O 2.395 0.178 -1.639
C 2.577 2.619 -1.521
O 1.922 2.831 -0.287
C 0.632 2.448 -0.100
C -0.163 1.771 -1.022
C -1.475 1.467 -0.714
C -2.024 1.817 0.517
C -3.436 1.564 0.874
O -4.006 2.224 1.723
C -4.150 0.474 0.153
C -3.531 -0.733 -0.161
C -4.248 -1.738 -0.786
C -5.581 -1.545 -1.111
C -6.205 -0.350 -0.792
C -5.497 0.650 -0.152
C -1.220 2.501 1.434
C 0.085 2.807 1.137
C 2.439 -2.255 0.478
H -1.262 -3.122 -0.720
H -0.782 -4.834 -0.829
H -1.119 -4.111 0.763
H -0.834 -1.853 1.264
H 0.092 0.089 2.406
H 2.506 0.546 2.364
H 4.771 -0.215 1.837
H 5.014 -1.793 1.068
H 4.538 -0.792 -1.015
H 3.783 1.469 0.498
H 5.125 1.817 -0.603
H 3.840 1.209 -2.539
H 1.987 0.066 -0.769
H 3.329 3.411 -1.584
H 1.885 2.722 -2.362
H 0.230 1.468 -1.980
H -2.084 0.975 -1.458
H -2.496 -0.885 0.104
H -3.768 -2.678 -1.020
H -6.134 -2.330 -1.605
H -7.246 -0.201 -1.037
H -5.972 1.582 0.115
H -1.651 2.784 2.383
H 0.711 3.335 1.839
H 3.079 -2.933 -0.066
```

Results
HOMO level: -8.7043 eV
HOMO-LUMO gap: 8.9 eV
lowest unoccupied orbital energy: 0.181 eV
F_max: 0.75 eV/A
SMILES: COc1cccc(CNC[C@@H](O)COc2ccc(C(=O)c3ccccc3)cc2)c1
total charge: 0